# 1
A molecular structure, C35H27N3O5PReS2Se2 at a distorted geometry, computed with ωB97M-V with the def2-TZVPD basis set.

ORCA input file:
```
! RIJCOSX wB97M-V def2-TZVPD def2/J DEFGRID3
* xyz -1 2
Re -0.467 0.931 -0.162
C -0.347 4.178 -3.203
C -0.009 2.924 -2.445
N -0.681 2.633 -1.369
N -1.623 3.561 -0.964
C -1.797 3.591 0.305
S -0.886 2.611 1.447
S -2.931 4.792 0.889
C -3.548 4.039 2.442
C -4.280 2.737 2.252
C -3.843 1.587 2.895
C -4.477 0.372 2.670
C -5.560 0.302 1.812
C -6.017 1.453 1.181
C -5.375 2.660 1.394
C 1.106 2.090 -2.868
C 1.563 2.164 -4.196
C 2.692 1.503 -4.614
C 3.431 0.761 -3.689
C 3.010 0.659 -2.386
C 1.825 1.279 -1.951
O 1.463 1.062 -0.697
H -0.526 4.988 -2.502
H -1.274 4.024 -3.760
H 0.447 4.458 -3.886
H -4.205 4.818 2.831
H -2.699 3.925 3.113
H -2.988 1.636 3.560
H -4.097 -0.524 3.144
H -6.039 -0.648 1.609
H -6.859 1.401 0.503
H -5.701 3.550 0.869
H 0.990 2.734 -4.916
H 3.006 1.567 -5.648
H 4.334 0.252 -4.003
H 3.555 0.075 -1.654
O -2.610 -3.787 -4.942
C -1.420 -3.471 -4.784
O -0.372 -3.815 -5.360
C -1.181 -2.434 -3.640
C 0.079 -2.328 -3.055
C 0.306 -1.371 -2.094
N -0.671 -0.542 -1.682
C -1.908 -0.681 -2.196
C -2.194 -1.598 -3.182
C -2.956 0.160 -1.514
O -4.083 0.234 -1.950
O -2.508 0.737 -0.431
H 0.869 -2.991 -3.379
H 1.276 -1.239 -1.635
H -3.201 -1.672 -3.568
Se 3.052 1.286 2.433
P 2.095 -0.579 2.193
Se -0.077 -0.771 1.567
C 3.049 -1.719 1.116
C 2.436 -2.629 0.261
C 3.206 -3.487 -0.515
C 4.589 -3.441 -0.436
C 5.205 -2.541 0.425
C 4.440 -1.678 1.196
C 2.038 -1.500 3.779
C 2.480 -0.922 4.960
C 2.364 -1.618 6.158
C 1.804 -2.886 6.178
C 1.375 -3.473 4.994
C 1.491 -2.784 3.798
H 1.356 -2.660 0.193
H 2.719 -4.186 -1.185
H 5.188 -4.100 -1.053
H 6.285 -2.503 0.490
H 4.909 -0.955 1.851
H 2.899 0.076 4.933
H 2.707 -1.161 7.078
H 1.691 -3.415 7.117
H 0.942 -4.466 5.002
H 1.139 -3.230 2.876
*
```

Summary:
ΔE to the lowest compared entry with this formula, charge and spin, kcal/mol: 23.1
Frontier orbital gap (spin up / spin down), eV: 6.19 / 5.94
Max |F|, Eh/bohr: 0.0360
LUMO level (spin up / spin down), eV: 0.64 / 0.60
<S²>: 0.760
HOMO energy (spin up / spin down), eV: -5.55 / -5.34

***

# 2
4 unconnected molecules or ions with the total composition C35H28ClFO16 at a distorted geometry, computed with ωB97M-V with the def2-TZVPD basis set.

ORCA input file:
```
! RIJCOSX wB97M-V def2-TZVPD def2/J DEFGRID3
* xyz 0 1
O 1.117 -1.631 2.037
C 1.013 -1.034 0.991
C 1.425 0.423 0.805
Cl 2.891 1.027 1.486
C 0.603 1.167 0.073
C 0.764 2.630 -0.308
O 1.154 3.491 0.764
C 2.127 4.377 0.338
C 1.909 5.258 -0.691
C 2.869 6.140 -1.119
C 4.093 6.160 -0.496
C 4.327 5.288 0.544
C 3.359 4.404 0.950
C -0.637 0.492 -0.494
O -1.706 1.068 -0.553
C -0.405 -0.919 -1.001
C -1.065 -1.344 -2.287
C -0.477 -0.459 -3.432
F -1.383 0.564 -3.692
C 0.418 -1.659 -0.255
C 0.792 -3.083 -0.647
C 1.827 -2.989 -1.821
O 1.441 -3.769 -2.954
H 1.413 2.682 -1.190
H -0.230 2.968 -0.633
H 0.960 5.268 -1.217
H 2.663 6.805 -1.951
H 4.901 6.835 -0.760
H 5.274 5.282 1.072
H 3.564 3.729 1.773
H -2.147 -1.217 -2.262
H -0.830 -2.376 -2.560
H -0.292 -1.026 -4.349
H 0.431 0.030 -3.057
H 1.343 -3.549 0.176
H -0.079 -3.668 -0.935
H 1.877 -1.943 -2.157
H 2.841 -3.217 -1.475
H 1.252 -3.150 -3.662
O -4.855 8.373 1.928
C -4.032 7.601 1.473
C -4.137 6.155 1.600
C -3.185 5.364 1.088
O -3.242 4.037 1.180
C -1.990 5.930 0.378
O -1.149 5.162 -0.049
C -1.897 7.375 0.231
C -2.850 8.165 0.740
O -2.810 9.491 0.629
H -5.001 5.760 2.115
H -2.441 3.698 0.736
H -1.040 7.769 -0.297
H -3.611 9.819 1.081
O 4.964 -9.578 -0.254
C 4.742 -8.415 0.023
C 3.692 -7.999 0.942
C 3.492 -6.699 1.189
O 2.545 -6.271 2.024
C 4.325 -5.636 0.537
O 4.081 -4.470 0.788
C 5.389 -6.051 -0.364
C 5.592 -7.352 -0.609
O 6.554 -7.780 -1.423
H 3.097 -8.774 1.404
H 2.610 -5.297 2.026
H 5.994 -5.277 -0.815
H 6.484 -8.754 -1.427
O -3.964 -2.112 -1.084
C -4.482 -2.333 -0.006
C -5.491 -3.364 0.190
C -6.037 -3.549 1.398
O -6.961 -4.480 1.626
C -5.639 -2.714 2.579
O -6.186 -2.920 3.646
C -4.614 -1.700 2.388
C -4.062 -1.514 1.181
O -3.120 -0.595 0.975
H -5.771 -3.958 -0.668
H -7.187 -4.403 2.572
H -4.324 -1.116 3.250
H -2.880 -0.644 0.031
*
```

Summary:
Frontier orbital gap, eV: 7.48
Max |F|, Eh/bohr: 0.0333
SMILES string: O=C1C(Cl)=C(COc2ccccc2)C(=O)C(CCF)=C1CCO.O=C1C=C(O)C(=O)C=C1O.O=C1C=C(O)C(=O)C=C1O.O=C1C=C(O)C(=O)C=C1O
LUMO level, eV: -1.62
HOMO energy, eV: -9.10

***

# 3
A molecular structure, C35H28N6RuS at a distorted geometry, computed with ωB97M-V with the def2-TZVPD basis set.

ORCA input file:
```
! RIJCOSX wB97M-V def2-TZVPD def2/J DEFGRID3
* xyz 1 2
Ru -0.315 0.373 0.148
C 3.763 0.626 -0.837
C 4.488 0.079 0.234
C 3.835 -0.268 1.383
C 2.438 -0.087 1.483
N 1.752 0.417 0.445
C 2.415 0.769 -0.684
N 1.852 -0.395 2.669
C 0.578 -0.380 2.895
N -0.495 -0.196 2.054
C -1.683 -0.262 2.829
N -2.913 -0.157 2.524
C -3.392 0.051 1.169
C -4.895 -0.094 1.164
C -5.694 -0.128 0.084
C -5.365 -0.043 -1.329
C -4.154 -0.251 -1.884
N -3.098 -0.704 -1.147
C -1.291 -0.529 4.227
C -2.060 -0.695 5.363
C -1.383 -0.944 6.550
C 0.011 -1.024 6.587
C 0.772 -0.856 5.438
C 0.085 -0.609 4.264
H 4.244 0.929 -1.754
H 5.558 -0.061 0.152
H 4.347 -0.680 2.239
H 1.799 1.186 -1.478
H -5.333 -0.163 2.152
H -6.756 -0.192 0.292
H -6.180 0.182 -2.003
H -3.956 -0.133 -2.941
H -3.138 -0.631 5.322
H -1.942 -1.080 7.466
H 0.502 -1.219 7.530
H 1.852 -0.913 5.451
C 1.428 5.186 -2.054
C 0.851 5.848 -0.795
C 0.645 7.334 -1.088
C 1.853 5.707 0.360
C -0.452 5.150 -0.403
C -1.652 5.855 -0.193
C -2.822 5.231 0.189
C -2.805 3.852 0.368
S -4.082 2.775 0.838
C -2.997 1.458 0.745
N -1.785 1.769 0.382
C -1.628 3.136 0.158
C -0.454 3.777 -0.219
C -2.843 -1.007 0.194
C -2.758 -2.390 0.690
C -1.741 -3.199 0.336
C -0.689 -2.780 -0.554
C -0.654 -1.545 -1.138
C -1.762 -0.613 -0.840
H 2.335 5.709 -2.364
H 0.716 5.222 -2.880
H 1.698 4.143 -1.880
H 1.595 7.775 -1.393
H 0.300 7.880 -0.209
H -0.068 7.493 -1.899
H 2.798 6.183 0.094
H 2.056 4.659 0.588
H 1.474 6.182 1.266
H -1.670 6.925 -0.331
H -3.725 5.805 0.346
H 0.454 3.199 -0.343
H -3.481 -2.711 1.432
H -1.688 -4.199 0.742
H 0.069 -3.511 -0.812
H 0.045 -1.356 -1.947
*
```

Summary:
ΔE to the lowest compared entry with this formula, charge and spin, kcal/mol: 134.1
Frontier orbital gap (spin up / spin down), eV: 6.96 / 6.51
Max |F|, Eh/bohr: 0.0210
LUMO level (spin up / spin down), eV: -3.59 / -4.09
<S²>: 0.776
HOMO energy (spin up / spin down), eV: -10.55 / -10.60

***

# 4
A molecular structure, C35H29BrCrN5O6, computed with ωB97M-V with the def2-TZVPD basis set.

ORCA input file:
```
! RIJCOSX wB97M-V def2-TZVPD def2/J DEFGRID3
* xyz 0 2
Cr -0.186 0.406 0.571
C -2.681 -2.481 2.816
C -1.419 -3.076 2.249
C -1.384 -4.442 1.994
C -0.220 -5.067 1.576
C 0.940 -4.322 1.456
C 0.940 -2.949 1.689
C 2.243 -2.201 1.627
C -0.261 -2.314 2.026
N -0.333 -0.889 2.105
C -0.760 -0.367 3.293
O -0.760 -0.890 4.392
C -1.405 0.986 3.090
C -1.956 1.788 4.069
C -2.535 2.989 3.673
C -2.540 3.366 2.334
C -1.959 2.512 1.419
N -1.447 1.354 1.817
C -1.779 2.769 -0.060
O -2.279 3.749 -0.590
N -1.033 1.790 -0.617
C -0.760 1.878 -2.025
C 0.364 2.614 -2.433
C 1.077 3.522 -1.471
C 0.762 2.563 -3.761
C 0.039 1.828 -4.691
C -1.122 1.192 -4.297
C -1.550 1.224 -2.969
C -2.882 0.614 -2.624
H -3.547 -3.079 2.528
H -2.851 -1.455 2.490
H -2.624 -2.454 3.906
H -2.286 -5.025 2.145
H -0.209 -6.133 1.381
H 1.873 -4.808 1.190
H 3.069 -2.867 1.881
H 2.251 -1.363 2.324
H 2.433 -1.811 0.629
H -1.918 1.463 5.100
H -2.977 3.642 4.415
H -2.963 4.299 1.987
H 1.208 3.065 -0.494
H 0.486 4.428 -1.313
H 2.054 3.815 -1.859
H 1.641 3.119 -4.071
H 0.363 1.786 -5.724
H -1.728 0.668 -5.029
H -3.650 1.028 -3.281
H -3.175 0.840 -1.602
H -2.884 -0.470 -2.761
O 1.163 1.550 1.582
C 2.378 1.688 1.386
C 3.093 1.248 0.234
C 4.431 1.644 0.087
C 5.102 1.313 -1.053
C 4.483 0.587 -2.083
C 3.186 0.181 -1.948
C 2.450 0.485 -0.776
O 1.246 0.037 -0.657
N 6.501 1.737 -1.211
O 7.064 1.444 -2.249
O 7.027 2.315 -0.279
H 2.950 2.228 2.149
H 4.928 2.215 0.860
H 5.050 0.359 -2.974
H 2.683 -0.376 -2.729
Br -0.530 -4.481 -2.481
C -1.440 -3.113 -1.564
C -2.802 -3.187 -1.341
C -3.407 -2.150 -0.654
C -2.631 -1.097 -0.213
N -1.316 -1.038 -0.424
C -0.724 -2.028 -1.096
H -3.372 -4.036 -1.695
H -4.469 -2.155 -0.454
H -3.065 -0.266 0.328
H 0.342 -1.939 -1.248
*
```

Summary:
Frontier orbital gap (spin up / spin down), eV: 7.67 / 7.55
Max |F|, Eh/bohr: 0.0113
LUMO level (spin up / spin down), eV: -0.86 / -0.81
<S²>: 0.758
HOMO energy (spin up / spin down), eV: -8.52 / -8.36

***

# 5
A molecular structure, C35H29ClCsGeNS at a distorted geometry, computed with ωB97M-V with the def2-TZVPD basis set.

ORCA input file:
```
! RIJCOSX wB97M-V def2-TZVPD def2/J DEFGRID3
* xyz -1 2
Cs -1.122 0.757 0.706
C -2.359 -1.939 -1.299
C -2.969 -2.558 -0.072
C -3.661 -3.788 -0.147
C -4.206 -4.294 0.997
C -4.073 -3.599 2.217
C -4.632 -4.095 3.417
C -4.472 -3.370 4.567
C -3.767 -2.161 4.565
C -3.190 -1.626 3.421
S -2.338 -0.129 3.517
C -3.356 -2.372 2.202
N -2.832 -1.893 1.050
H -2.544 -2.516 -2.205
H -1.277 -1.828 -1.197
H -2.779 -0.944 -1.449
H -3.744 -4.299 -1.097
H -4.749 -5.233 0.994
H -5.171 -5.034 3.394
H -4.889 -3.722 5.504
H -3.661 -1.619 5.495
C 2.130 -0.680 -4.296
C 3.103 -1.196 -3.452
C 3.191 -0.768 -2.133
C 2.316 0.185 -1.614
C 1.345 0.683 -2.484
C 1.245 0.269 -3.804
Ge 2.290 0.851 0.314
C 3.284 2.597 -0.027
C 3.448 3.474 1.045
C 4.144 4.668 0.925
C 4.690 5.031 -0.298
C 4.529 4.183 -1.385
C 3.836 2.987 -1.245
C 3.950 -0.146 0.947
C 5.253 0.352 0.918
C 6.337 -0.413 1.328
C 6.149 -1.712 1.780
C 4.864 -2.229 1.825
C 3.790 -1.448 1.420
H 2.062 -1.015 -5.324
H 3.804 -1.939 -3.818
H 3.964 -1.188 -1.499
H 0.641 1.436 -2.131
H 0.478 0.688 -4.446
H 3.029 3.215 2.014
H 4.256 5.315 1.788
H 5.232 5.963 -0.404
H 4.946 4.447 -2.350
H 3.738 2.343 -2.113
H 5.438 1.360 0.564
H 7.334 0.012 1.289
H 6.994 -2.311 2.099
H 4.691 -3.238 2.182
H 2.792 -1.874 1.478
Cl -2.148 2.894 -2.819
C -3.431 2.166 -1.912
C -4.168 1.166 -2.511
C -5.164 0.510 -1.795
C -5.403 0.846 -0.464
C -4.683 1.854 0.131
C -3.684 2.577 -0.578
C -2.940 3.561 0.077
H -3.947 0.885 -3.532
H -5.725 -0.284 -2.270
H -6.141 0.302 0.110
H -4.827 2.087 1.178
H -3.132 3.741 1.125
H -2.112 4.053 -0.407
*
```

Summary:
ΔE to the lowest compared entry with this formula, charge and spin, kcal/mol: 0.1
Frontier orbital gap (spin up / spin down), eV: 5.79 / 4.55
Max |F|, Eh/bohr: 0.0210
LUMO level (spin up / spin down), eV: 1.81 / 0.58
<S²>: 0.791
HOMO energy (spin up / spin down), eV: -3.97 / -3.97

***

# 6
2 unconnected molecules or ions with the total composition C35H29O7 at a distorted geometry, computed with ωB97M-V with the def2-TZVPD basis set.

ORCA input file:
```
! RIJCOSX wB97M-V def2-TZVPD def2/J DEFGRID3
* xyz -1 1
C 5.123 0.183 4.000
O 4.687 -0.888 3.133
C 3.489 -0.808 2.497
C 3.134 -1.876 1.627
C 1.877 -1.914 1.055
C 0.922 -0.911 1.345
C -0.461 -0.974 0.836
C -1.532 -0.464 1.579
C -2.906 -0.962 1.281
O -3.137 -2.090 0.893
O -3.949 -0.119 1.528
C -3.673 1.053 2.338
C -3.169 2.191 1.477
C -4.992 1.381 3.057
O -2.716 0.704 3.358
C -1.546 0.075 2.970
O -0.673 -0.067 3.800
C 1.337 0.208 2.083
C 2.595 0.276 2.660
H 6.040 -0.201 4.450
H 5.346 1.096 3.426
H 4.393 0.424 4.788
H 3.847 -2.690 1.468
H 1.616 -2.727 0.370
H -0.703 -1.915 0.337
H -2.167 1.950 1.088
H -3.856 2.350 0.633
H -3.113 3.109 2.082
H -5.317 0.516 3.643
H -4.867 2.237 3.726
H -5.767 1.624 2.325
H 0.660 1.058 2.200
H 2.854 1.140 3.276
C 1.059 3.714 0.157
C -0.275 3.498 -0.174
C -0.690 2.267 -0.690
C 0.186 1.177 -0.766
C -0.216 -0.191 -1.183
C -1.661 -0.541 -1.340
C -2.086 -1.946 -1.725
C -1.317 -3.109 -1.572
C -1.818 -4.358 -1.950
C -3.149 -4.489 -2.362
C -3.960 -3.344 -2.441
C -3.425 -2.091 -2.140
O -2.565 0.264 -1.093
C 0.672 -0.792 -2.205
C 1.749 0.018 -2.909
C 1.497 1.291 -3.430
C 2.517 1.994 -4.077
C 3.765 1.385 -4.276
C 3.970 0.059 -3.875
C 2.962 -0.629 -3.205
O 0.593 -1.967 -2.606
C 1.544 1.426 -0.456
C 1.972 2.667 0.007
H 1.392 4.685 0.538
H -1.014 4.294 -0.063
H -1.706 2.141 -1.053
H -0.329 -3.096 -1.122
H -1.140 -5.216 -1.907
H -3.558 -5.480 -2.591
H -5.006 -3.414 -2.745
H -4.048 -1.198 -2.190
H 0.508 1.748 -3.305
H 2.325 3.014 -4.424
H 4.566 1.925 -4.778
H 4.907 -0.459 -4.094
H 3.086 -1.677 -2.919
H 2.293 0.642 -0.610
H 3.026 2.822 0.245
*
```

Summary:
Frontier orbital gap, eV: 6.98
Max |F|, Eh/bohr: 0.0529
LUMO level, eV: 2.62
HOMO energy, eV: -4.36

***

Computed values of molecular weight (unit: g mol⁻¹) for the preceding records, in sequence: 1008.85; 759.04; 665.79; 747.55; 736.66; 561.61.